[1]
Entry from the Open Molecules 2025 dataset: a cluster of 7 separate species, C25H58O10 in total at a distorted geometry (the ωB97M-V functional and the def2-TZVPD basis).

Each line ends with the Löwdin charge.
Element x y z (Å)
O 4.0469 -0.1067 -6.8964  -0.148
O 0.3061 -0.2247 1.0824  -0.205
O -3.7819 -2.1982 0.4234  -0.181
O 2.4533 -1.5214 -1.4133  -0.144
O -5.4210 1.7669 2.2345  -0.110
O -3.0473 0.5280 5.3361  -0.198
O -1.4177 3.1937 5.2498  -0.202
O -6.0621 -3.8161 1.9677  -0.179
O 6.0284 -0.4748 -2.0630  -0.154
O -1.0957 -1.6454 -3.7029  -0.130
C -4.6013 2.7540 2.8063  -0.230
C 0.1439 0.0898 2.5282  -0.034
C -0.0914 2.7641 5.2111  -0.124
C 3.1949 2.0798 -7.3206  -0.163
C -4.0974 -2.4557 1.7651  -0.237
C 2.4208 -1.3793 -2.7968  -0.128
C 7.8097 1.0391 -2.5015  -0.193
C -0.5483 -0.6667 -4.6150  -0.147
C 1.2282 -1.1774 -0.8183  -0.233
C -3.0662 -0.8794 5.4611  -0.081
C -4.6576 1.2038 1.1439  -0.204
C -2.3904 -2.1011 0.2194  -0.101
C 1.4069 -0.9337 0.6624  -0.240
C -5.6002 -2.4366 1.9231  -0.174
C 8.3792 -0.0942 -1.5881  -0.150
C 6.5326 0.5418 -3.0324  -0.194
C -3.3575 1.8830 1.1289  -0.175
C 4.4026 1.2340 -6.7900  -0.215
C 2.6328 -0.3311 -6.9043  -0.146
C -2.3784 1.1973 6.3809  -0.202
C -6.2487 -4.1973 3.3496  -0.102
C -3.1216 2.4220 2.5782  -0.136
C -2.2223 2.7498 6.3473  -0.152
C 7.0868 -0.6621 -1.0443  -0.194
C 2.0742 1.0786 -7.3121  -0.163
H 1.7542 1.1117 -8.3535  0.102
H -3.1925 3.1938 6.1245  0.115
H -4.3513 0.1761 1.3391  0.089
H -3.1627 -1.1697 6.5073  0.087
H 3.1506 2.9329 -6.6435  0.108
H 0.0649 1.7011 5.0274  0.066
H -1.3652 0.8125 6.4968  0.109
H 4.4429 1.3596 -5.7080  0.098
H 7.2593 -1.7177 -0.8343  0.111
H 0.6400 -0.3320 -1.1754  0.128
H -2.4950 1.2806 0.8439  0.103
H -3.8211 -1.3547 4.8347  0.082
H 0.8985 0.7940 2.8787  0.082
H -0.3136 0.2295 -4.0407  0.079
H -0.8350 0.5640 2.5981  0.059
H -5.2815 -4.4074 3.8063  0.074
H 6.7930 -0.2143 -0.0949  0.112
H 5.3815 1.5596 -7.1418  0.120
H -1.8824 -3.0652 0.1959  0.091
H 0.2057 3.2586 4.2862  0.096
H 0.3464 -1.1753 -4.9740  0.050
H -3.5129 2.7067 0.4322  0.114
H 0.4905 -1.9723 -0.9285  0.116
H -2.0648 -1.1541 5.1299  0.084
H 6.7372 -0.0476 -3.9261  0.114
H 2.3175 -0.3347 0.6728  0.132
H 2.3089 -0.6427 -5.9113  0.087
H -5.1857 1.1347 0.1929  0.130
H 0.5490 3.0802 6.0345  0.092
H -3.7224 -3.4254 2.0925  0.130
H 3.4555 2.4079 -8.3268  0.104
H -5.9901 -2.0520 0.9806  0.128
H 8.9082 -0.8290 -2.1951  0.110
H -0.8015 -2.4804 -4.0741  0.067
H 9.0579 0.2880 -0.8256  0.110
H -1.1481 -0.3673 -5.4744  0.075
H -1.9541 -1.4036 0.9343  0.069
H -4.7141 2.7205 3.8899  0.113
H 7.6202 1.9728 -1.9720  0.110
H -2.8801 0.9414 7.3142  0.120
H -6.8949 -5.0645 3.4848  0.085
H -2.0546 3.3462 7.2442  0.125
H 8.5210 1.3657 -3.2600  0.111
H 1.4772 -1.9376 1.0810  0.133
H 3.4304 -1.3891 -3.2076  0.082
H 2.0961 -0.3782 -3.0805  0.086
H -6.5809 -3.3459 3.9437  0.075
H -2.5024 3.2676 2.8776  0.109
H 2.2868 -1.0212 -7.6739  0.116
H 5.7386 1.2411 -3.2945  0.112
H -2.7291 1.6153 3.1974  0.074
H -2.1806 -1.7244 -0.7817  0.085
H -3.5952 -1.6833 2.3475  0.098
H -5.9376 -1.7319 2.6831  0.120
H 1.9248 -2.2178 -3.2858  0.088
H -0.0226 -0.8111 3.1187  0.083
H 1.2302 1.4626 -6.7390  0.103
H -4.8554 3.7017 2.3316  0.123

Values from the calculation:
net charge	0
HOMO level	-9.1	eV
electronic energy	-47331.4764	eV
frontier orbital gap	9.79	eV
LUMO	0.02621	Eh
SMILES	C1CCOC1.C1CCOC1.C1CCOC1.COCCOC.COCCOC.COCCOC.CO


[2]
Entry from the Open Molecules 2025 dataset: a structure of composition C10H20BrNO16S4 at a distorted geometry (the ωB97M-V functional and the def2-TZVPD basis).

Each line ends with the Löwdin charge.
Element x y z (Å)
Br -2.6322 2.8710 1.9568  0.747
S -3.8340 -1.5912 2.9140  0.658
S 1.6530 0.6153 -6.4035  0.678
S 2.8630 -0.3607 1.7487  0.741
S 0.8030 2.3558 -0.2874  0.935
O 2.7095 -1.9411 2.1181  -0.194
O -4.7561 -0.5534 2.5089  -0.242
O 2.3057 0.7320 -7.6886  -0.241
O 1.6452 2.0867 -5.7016  -0.193
O 1.8154 3.5331 -0.3722  -0.301
O 0.7226 1.4676 1.2032  -0.341
O 4.0475 -0.5172 0.6383  -0.189
O -2.4820 -0.8773 3.4822  -0.223
O -3.4463 -2.6811 2.0491  -0.241
O 0.3487 0.0181 -6.2344  -0.239
O 0.6704 1.4044 -1.5238  -0.307
O 2.6887 -0.1062 -5.3704  -0.197
O -4.3560 -2.2114 4.3285  -0.189
O 3.4113 0.3205 2.9004  -0.213
O 1.6606 0.0734 1.0761  -0.296
O -0.7603 3.0828 -0.0578  -0.304
N -2.3367 0.2966 -1.4219  -0.134
C -3.2407 -0.7372 -0.7285  -0.131
C 2.3243 2.0197 -4.4488  -0.169
C 4.6178 -1.8192 0.7499  -0.175
C 3.4704 -2.7209 1.1972  -0.174
C -2.5962 1.6832 -0.8420  -0.197
C -2.5539 -0.8154 4.9048  -0.171
C 3.3463 0.8960 -4.5985  -0.173
C -1.6386 2.0158 0.4462  -0.712
C -0.6340 0.8693 1.0509  -0.152
C -3.3416 -2.0552 5.3194  -0.171
H -3.5110 -1.5292 -1.5602  0.101
H 5.0481 -2.1346 -0.2036  0.137
H -4.2446 -0.2789 -0.3373  0.088
H 4.2236 1.2335 -5.1605  0.131
H 3.6660 0.4926 -3.6347  0.134
H -0.9879 0.8265 2.1893  0.118
H -0.4802 -0.1389 0.4760  0.153
H -2.7086 -2.9483 5.3025  0.134
H 1.5877 1.7820 -3.6744  0.103
H -2.6382 -1.3072 0.1246  0.077
H 5.4061 -1.7786 1.5090  0.133
H -2.7292 0.3649 -2.4092  0.116
H -3.7903 -1.9470 6.3105  0.138
H -3.7132 1.8360 -0.4826  0.108
H -3.0892 0.1006 5.1763  0.135
H -2.4267 2.5041 -1.6916  0.155
H 2.8220 -2.9812 0.3543  0.134
H 2.7960 2.9789 -4.2189  0.141
H -1.5523 -0.7931 5.3409  0.140
H 3.8275 -3.6362 1.6766  0.136

Values from the calculation:
net charge	0
HOMO level	-9.3	eV
electronic energy	-158316.6550	eV
frontier orbital gap	9.42	eV
LUMO	0.00368	Eh


[3]
Entry from the Open Molecules 2025 dataset: a structure of composition C14H15Cl3GeIrN5S (the ωB97M-V functional and the def2-TZVPD basis).

Each line ends with the Löwdin spin population.
Element x y z (Å)
Ir -0.2342 0.6647 -0.0078  2.160
Ge -0.0045 -3.2138 -0.0493  0.478
Cl 1.3657 -4.4355 0.9734  0.160
Cl 0.1393 -3.3866 -2.1636  0.171
Cl -2.0490 -3.6129 0.5325  0.171
S 1.9809 0.3740 0.2271  0.388
N -2.2104 -0.2000 0.2543  0.103
N 2.3496 3.1428 -0.0659  0.022
N 4.1451 1.9237 0.0314  0.037
N 0.0260 2.7998 -0.5427  0.125
N -2.5248 0.3470 2.4803  0.258
C 0.7739 4.9555 0.1583  0.008
C 4.5543 3.2246 -0.1337  0.020
C 5.0512 0.7580 0.1164  0.006
C -4.4386 -0.4242 1.2982  0.220
C -4.1028 -1.1766 -0.9185  0.244
C -1.4753 4.6817 -0.6040  0.005
C 3.4471 3.9893 -0.2000  0.039
C 2.8116 1.8741 0.0590  0.020
C -2.7325 -0.7789 -0.8114  0.173
C -1.1848 3.3527 -0.8006  0.028
C -3.0439 -0.0743 1.3535  0.097
C -0.4834 5.4909 -0.0709  0.010
C 1.0033 3.6246 -0.1333  0.015
C -4.9617 -0.9635 0.1434  -0.005
H -2.4531 5.0693 -0.8530  0.000
H 5.5936 3.4996 -0.2002  0.001
H 1.5590 5.5770 0.5618  0.001
H 4.9159 0.1284 -0.7595  0.002
H -3.0919 0.4268 3.3185  0.004
H -1.5203 0.4556 2.5850  0.007
H -0.6757 6.5321 0.1544  0.000
H 3.3592 5.0460 -0.3722  0.002
H 6.0690 1.1324 0.1453  0.000
H 4.8443 0.1994 1.0253  0.002
H -6.0074 -1.2371 0.0818  -0.004
H -4.4405 -1.6401 -1.8371  0.008
H -2.0597 -0.9596 -1.6455  0.012
H -1.9302 2.6800 -1.2052  0.006
H -5.0478 -0.2924 2.1850  0.006

Values from the calculation:
net charge	+3
HOMO level (alpha / beta)	-16.3 / -18.2	eV
electronic energy	-129941.9479	eV
multiplicity	6
frontier orbital gap (alpha / beta)	6.66 / 5.25	eV
LUMO (alpha / beta)	-0.35551 / -0.47766	Eh